(1)
Formula: C6H20MgN3O
Source: the OMol25 dataset
Level of theory: ωB97M-V/def2-TZVPD

```
31
Properties=species:S:1:pos:R:3:mulliken_charge:R:1
H 1.30 -1.63 -0.82 -0.10
H 0.07 -2.80 -1.35 -0.09
H -0.49 -0.28 -2.22 0.04
O -0.24 1.55 1.12 3.74
H 0.98 -3.08 0.17 0.44
H -1.25 4.05 4.13 0.45
H 1.79 3.42 4.36 0.32
C -2.47 2.76 1.45 -1.39
H -0.36 -1.83 0.13 -0.13
N -1.29 3.22 2.17 1.55
Mg 0.32 -0.19 0.40 -4.31
C 0.52 -2.32 -0.47 -0.89
H -2.33 2.85 0.37 0.22
H -0.93 5.22 2.78 0.44
H -0.14 1.25 -1.73 0.61
H 2.05 0.96 2.31 0.17
N 1.07 2.83 2.48 0.65
C -0.15 2.54 1.95 0.02
H 1.32 -0.79 1.69 -0.29
C 2.20 2.03 2.06 -1.16
H -2.69 1.71 1.68 0.11
H 2.23 4.49 3.00 0.39
H 2.39 2.12 0.98 0.18
C 1.42 3.88 3.43 -1.09
H -2.55 4.58 3.05 0.16
C -1.49 4.33 3.09 -1.37
H 3.09 2.38 2.60 0.46
H -1.57 0.55 -1.30 0.40
H 0.59 4.53 3.67 0.24
H -3.31 3.38 1.76 0.40
N -0.57 0.36 -1.43 -1.18
```

Values from the calculation:
E_tot in eV: -18506.247
Energy above the lowest of the compared OMol25 structures with the same formula, charge and spin in eV: 0.0000
Total charge: -1
Frontier orbital gap in hartree: 0.078



(2)
Formula: C5H7N5O
Source: the OMol25 dataset
Level of theory: ωB97M-V/def2-TZVPD

```
18
Properties=species:S:1:pos:R:3:mulliken_charge:R:1
H 0.09 1.45 -3.04 0.38
N -0.89 -0.16 -1.98 -0.27
H 0.14 -2.39 1.86 0.31
N -1.05 -1.34 0.70 -0.22
C -0.79 -1.90 2.06 -0.84
H -0.39 -1.12 3.01 0.22
H -1.69 -2.38 2.28 0.38
C 1.42 1.18 1.02 -0.14
H 1.78 2.28 -2.86 0.37
H -1.87 -1.50 -0.04 0.36
O -1.88 -1.02 -1.70 -0.54
N 1.67 1.64 -0.26 -0.58
C 0.81 1.22 -1.26 0.14
H 1.76 1.95 1.86 0.29
N 0.68 2.05 -2.38 -0.53
C -0.17 0.29 -0.94 0.48
N 0.59 0.08 1.36 -0.51
C -0.22 -0.33 0.30 0.71
```

Values from the calculation:
E_tot in eV: -14791.649
Structure (SMILES): CNc1ncnc(N)c1N=O
Energy above the lowest of the compared OMol25 structures with the same formula, charge and spin in eV: 4.0881
Frontier orbital gap in hartree: 0.297



(3)
Formula: C29H39LiN3NbO2Si
Source: the OMol25 dataset
Level of theory: ωB97M-V/def2-TZVPD

```
76
Properties=species:S:1:pos:R:3:mulliken_charge:R:1
H -2.00 1.53 4.67 0.42
C 0.90 3.91 3.58 -0.93
H 2.09 1.24 0.07 0.08
H -1.63 -2.19 2.39 0.58
O -3.78 -0.69 0.98 -0.46
H 1.63 2.95 -0.10 0.53
H -0.60 4.50 -2.62 0.46
C 0.21 -2.49 -2.04 1.08
Nb 0.32 -0.04 0.00 0.67
C 1.00 2.53 3.36 -0.15
H 2.30 2.06 -1.50 0.42
N 0.24 1.63 -0.99 0.61
H -0.27 5.50 4.46 0.42
H 2.24 -2.85 -0.23 0.45
H -1.62 -1.32 -2.22 0.19
H 0.71 -3.83 -3.64 0.44
C 1.24 -3.17 -2.93 -1.72
H -3.63 -3.35 3.36 0.42
H -2.21 1.26 -2.07 0.19
C 2.90 -2.43 5.73 -0.73
Si 0.23 -0.13 3.59 -2.24
C 4.20 -0.96 4.30 -0.83
C 1.78 -0.87 4.24 1.13
C 2.20 -1.82 -0.61 -0.83
C -0.22 4.42 4.24 -0.62
H 0.01 0.99 -3.60 0.06
H 2.41 -1.11 0.23 0.19
C 0.00 1.68 3.84 1.23
H -2.90 -1.43 7.17 0.43
C -3.40 -2.45 5.32 -0.58
H -2.14 3.97 5.15 0.45
H -1.22 -3.07 -0.51 0.22
H 1.72 4.56 3.26 0.47
H 0.74 -2.27 5.54 0.30
H 1.93 -3.80 -2.34 0.41
H 0.31 -4.00 -0.49 0.35
H -2.30 2.74 -1.11 0.31
C -1.25 -1.05 4.20 0.40
H 1.81 -2.43 -3.51 0.40
C -1.89 2.30 -2.03 -1.54
C -2.79 -0.57 0.30 0.52
C -2.66 -1.58 6.12 -0.77
C -0.37 2.46 -2.04 1.13
C 1.64 1.99 -0.63 -0.71
H -0.36 4.29 -0.86 0.40
H 5.07 -2.37 5.71 0.40
H -1.36 -2.56 -3.49 0.55
H -0.42 -1.05 -3.53 0.14
H -0.24 2.67 -4.18 0.48
H -0.91 -4.31 -1.77 0.49
C 0.21 2.05 -3.39 -1.11
C -0.44 -3.53 -1.14 -1.46
H 2.84 -3.20 6.50 0.42
C -1.26 3.58 4.64 -0.77
C -1.58 -0.87 5.55 -0.05
C -3.05 -2.65 3.97 -0.66
H 2.99 -1.71 -1.37 0.36
H 1.03 4.13 -1.99 0.43
C -1.18 2.20 4.39 -0.13
N 0.86 -1.49 -1.18 0.33
H 1.87 2.13 2.81 0.22
C 1.72 -1.89 5.20 -0.32
N -1.74 -0.07 -0.04 -0.56
H 1.30 2.21 -3.38 0.38
H -2.30 2.84 -2.89 0.49
H 5.17 -0.60 3.95 0.42
Li -2.13 1.05 1.83 0.82
C -1.95 -1.98 3.42 -0.33
H 3.08 0.33 2.97 0.13
C -0.04 3.94 -1.85 -1.78
C -0.87 -1.80 -2.86 -1.26
C 4.14 -1.95 5.29 -0.54
O 0.29 -0.08 1.91 0.76
C 3.02 -0.43 3.76 -0.10
H -1.00 -0.18 6.18 0.55
H -4.24 -3.01 5.76 0.42
```

Values from the calculation:
E_tot in eV: -48893.632
Energy above the lowest of the compared OMol25 structures with the same formula, charge and spin in eV: 0.4401
Total charge: +2
Frontier orbital gap (alpha / beta) in hartree: 0.233 / 0.233



(4)
Formula: C35H36N5O3PdTe
Source: the OMol25 dataset
Level of theory: ωB97M-V/def2-TZVPD

```
81
Properties=species:S:1:pos:R:3:mulliken_charge:R:1
C 0.73 1.09 3.91 -0.98
H -0.64 3.47 -1.52 0.39
C -5.45 1.80 5.17 -0.69
H 0.08 1.83 -1.70 0.16
H -4.60 2.97 0.94 0.17
H -3.37 3.41 4.52 0.57
C -0.77 -1.65 3.67 -0.52
H -8.80 1.07 -2.57 0.36
N -0.34 -1.73 -1.21 0.46
H -4.01 -2.34 -1.81 0.47
C 1.44 2.27 3.90 -0.50
C -6.88 0.62 6.87 -1.58
H -6.40 -0.12 7.52 0.31
C -6.94 0.33 -1.80 0.72
H 0.43 0.65 4.85 0.43
H -6.16 -2.38 3.07 0.46
C -1.09 -4.10 -2.41 -0.58
O 2.44 -0.93 -0.15 -0.26
H -5.83 -1.37 1.65 0.20
C -0.86 2.41 -1.65 -1.33
H 2.38 3.75 2.63 0.42
C -5.65 2.69 0.83 -1.62
C -4.79 0.45 0.00 0.13
C -1.32 -2.89 3.34 -1.02
C -3.95 3.08 3.66 -1.97
N 0.79 1.03 1.52 0.54
N -1.58 0.70 -0.07 0.63
C 1.47 2.17 1.52 -0.18
H 1.70 2.75 4.83 0.45
O 2.18 0.51 -1.66 -0.34
C -1.75 1.91 -0.52 0.77
C -1.37 -3.35 2.03 -0.66
C -0.81 -2.55 1.02 0.67
H -1.72 -3.51 4.13 0.42
H 0.00 -0.97 -3.08 0.47
H -6.07 2.49 1.81 0.28
C 1.82 2.83 2.68 -1.01
H -4.49 -2.08 2.56 0.04
H -3.27 2.90 2.82 0.06
C -4.89 -0.60 -0.92 0.93
C -8.11 0.24 -2.73 -1.62
Pd 0.34 -0.11 -0.16 -0.52
C -6.15 -0.42 4.70 -0.93
C -0.76 -2.78 -0.41 0.28
C -5.96 -0.65 -1.80 -1.10
H -6.87 1.58 7.37 0.36
C -0.68 -3.01 -3.18 -0.98
H -5.46 2.68 5.80 0.35
H -1.47 -4.81 -0.43 0.44
C -0.32 -1.85 -2.53 -0.10
H -1.40 2.29 -2.58 0.29
H -7.78 0.26 -3.77 0.34
H -1.35 -5.04 -2.88 0.44
C -5.43 -0.42 3.52 0.96
C -4.71 1.83 3.99 1.19
H -0.76 -1.32 4.69 0.47
C -3.84 -1.67 -0.97 -0.93
H -6.03 -1.47 -2.50 0.40
H -7.91 0.31 6.73 0.36
H -2.86 -1.21 -1.07 -0.14
H -4.64 3.87 3.38 0.33
H -7.53 2.18 -0.93 0.37
C -0.22 -0.87 2.64 -0.03
H -6.19 3.51 0.37 0.44
N 2.95 -0.28 -1.08 0.17
H -6.71 -1.30 4.98 0.37
H -1.82 -4.31 1.79 0.46
H 1.75 2.57 0.55 0.47
H -8.66 -0.69 -2.58 0.34
H -0.64 -3.07 -4.25 0.44
C -5.74 1.48 -0.03 0.96
H -3.84 -2.26 -0.05 0.24
C -6.16 0.68 5.55 0.70
Te -3.23 0.39 1.46 0.31
N -0.24 -1.40 1.41 0.46
C -1.14 -3.98 -1.04 -0.74
C -6.80 1.39 -0.92 -0.93
C -4.69 0.71 3.16 -0.32
O -2.67 2.63 -0.09 -0.61
C 0.42 0.44 2.71 0.92
C -5.48 -1.64 2.65 -1.19
```

Values from the calculation:
E_tot in eV: -61240.644
Energy above the lowest of the compared OMol25 structures with the same formula, charge and spin in eV: 1.7146
2S+1: 2
⟨S²⟩: 1.18
Frontier orbital gap (alpha / beta) in hartree: 0.208 / 0.205